31
Properties=species:S:1:pos:R:3:forces:R:3 method="wB97M-V/def2-TZVPD" total_charge=-1 total_energy_ev=-48528.8665 orbital_gap_ev=7.19
H 3.06301 -1.12839 2.17457 0.0 -0.1 0.1
O -0.27945 2.45897 -3.44210 -0.3 -0.1 0.0
H -1.22217 1.36579 1.82536 0.4 0.0 0.0
H 0.90988 -2.21540 -3.75502 0.0 0.1 0.1
H 0.60870 -0.81317 -4.27136 0.0 0.1 0.2
H -2.67359 0.74589 -0.78005 0.2 0.1 0.3
O -0.04252 2.44374 0.15906 -0.6 -0.9 0.0
H 1.53914 -4.22581 0.65139 0.0 0.1 -0.1
H -1.79318 2.91256 -0.82563 -0.5 0.0 0.0
O 1.25788 -3.93940 1.52319 -0.2 -0.4 0.2
H -1.95482 -0.08666 -1.84767 0.4 -0.1 0.1
O -1.97586 0.09295 -0.89968 -0.2 -0.2 0.2
O 0.22751 -1.53878 -3.76690 -0.2 -0.3 -0.5
O 2.11684 0.49720 1.21242 -1.8 -0.4 -0.7
H -1.19310 4.22292 0.16724 0.4 0.1 0.0
H -1.87808 2.84286 0.97759 -0.7 0.1 0.0
H -0.82493 0.50241 3.02834 0.4 0.0 -0.1
O -1.03455 0.45026 2.09139 -0.6 0.3 -0.2
H 3.56091 -0.76250 0.48060 -0.3 -0.7 0.0
H 4.12389 0.24740 1.64616 -0.2 0.3 0.8
O 0.18178 -1.52731 0.54716 -0.3 -1.1 -0.5
H -0.97983 3.11640 -3.47016 0.0 0.0 0.1
H -1.26796 -1.75348 2.36534 0.0 0.0 -0.4
V 0.19138 -0.04471 0.02045 2.9 4.1 0.7
H -1.66440 -3.06553 3.04004 0.0 0.0 0.0
C 3.21447 -0.33588 1.43629 -0.3 0.5 -1.6
C -1.24392 3.12385 0.11233 0.8 -0.9 0.1
H -0.24513 2.18140 -2.51384 0.4 -0.1 0.2
O -1.85918 -2.51288 2.27685 -0.1 -0.1 0.4
O 0.61590 0.07512 -1.51254 0.0 -0.8 1.0
H 0.52136 -3.32980 1.34917 0.3 0.2 -0.1

34
Properties=species:S:1:pos:R:3:forces:R:3 method="wB97M-V/def2-TZVPD" e_above_lowest_kj_mol=0.0 total_charge=0 total_energy_ev=-24381.2327 orbital_gap_ev=9.80
H 2.59037 -0.09835 1.84692 -0.2 0.0 0.0
O -2.34450 -1.50753 -1.59781 0.0 0.0 0.0
H 0.60405 2.34294 -0.47149 0.7 -0.3 -0.1
H -1.42449 -1.70119 -1.84545 0.0 0.0 -0.2
O 0.59298 -1.81738 -2.61956 -0.4 0.0 -0.2
H 0.72846 -0.40176 3.54022 -0.2 -0.3 0.0
O 0.15200 -0.58960 -0.05009 -0.3 -0.2 0.2
H 0.52646 1.12741 -3.10995 -0.1 -0.1 -0.1
H 0.87773 2.59046 -3.07149 0.0 0.2 -0.1
H 0.69165 -1.99898 -1.68035 0.2 0.1 0.1
H 2.73398 -0.74922 -0.63524 0.2 0.2 -0.3
O 2.88384 -0.62354 -1.59765 0.0 0.1 0.2
H 0.14110 0.93545 3.11389 -0.2 -0.2 0.1
H 1.14412 1.60840 1.09068 0.1 -0.1 -0.1
H -0.59510 -2.23194 1.23535 -0.1 0.2 -0.1
C 0.30734 1.80925 0.43436 -1.2 0.4 -0.7
H -2.80567 -1.41702 -2.43841 0.0 -0.1 -0.1
O -1.10592 -2.38163 2.04166 0.2 -0.1 0.0
H -0.52202 -2.90605 2.59736 -0.1 -0.1 0.1
H 3.73870 -0.18481 -1.63371 0.0 0.0 -0.1
N -0.64214 2.74740 1.02897 0.4 0.0 0.4
O 0.30513 1.96771 -3.52860 0.1 -0.1 0.2
C -0.34063 0.53171 -0.10568 0.3 -0.1 0.4
O -1.47201 0.78153 -0.70125 -0.6 0.5 -0.2
O -2.09239 0.23006 2.00273 0.3 0.2 0.4
H -2.84242 0.45791 1.45201 -0.1 -0.2 0.0
O 0.86874 0.54165 3.60673 0.3 0.4 -0.1
O 2.51435 -0.73392 1.12819 0.0 -0.5 0.1
H -1.46560 2.80233 0.45201 -0.1 0.1 -0.1
H 1.56078 -0.85503 0.91587 0.4 0.5 0.3
H 1.36224 -1.25637 -2.80342 0.0 -0.2 0.2
H -0.94172 2.46361 1.95098 -0.1 -0.2 0.0
H -1.98485 -0.02864 -0.98901 0.6 -0.1 0.0
H -2.05767 -0.73177 2.10666 -0.1 -0.1 0.0

37
Properties=species:S:1:pos:R:3:forces:R:3 method="wB97M-V/def2-TZVPD" total_charge=-1 total_energy_ev=-33217.5000 orbital_gap_ev=6.06
H -0.39825 -0.38759 1.09418 0.1 0.8 -0.6
H 0.33179 -3.31511 1.20556 -0.5 0.0 1.3
O -1.74057 3.79972 -0.30617 2.3 1.0 1.1
O 1.07202 2.56032 -0.47884 -0.1 -0.3 -0.5
C 1.49376 -0.91553 1.80307 1.7 -2.2 1.4
H 1.97837 -1.05603 2.81265 0.1 0.9 -0.6
S -0.98163 -1.57311 2.95294 0.4 0.1 0.5
O -0.03323 -3.55792 0.36743 -0.2 -0.7 -1.9
H -2.34162 -2.24376 1.33916 0.2 0.8 -0.2
O 0.71459 -1.51093 -1.42199 1.3 0.3 1.0
O -0.63512 0.74258 -2.35813 -0.7 0.7 -0.3
O 3.86020 1.26683 -1.14570 0.0 1.7 0.6
H 3.17243 -0.10801 0.67171 0.1 -0.4 0.5
H -0.71381 -4.24524 0.42974 0.4 0.6 0.6
H -0.38009 -0.17364 -2.13712 0.7 0.9 0.3
H 0.07425 0.56988 2.54086 0.4 -0.1 -0.3
H -0.41224 -1.03697 -4.37012 1.0 -0.7 -0.7
H 1.81684 0.86002 0.73478 0.5 -1.8 0.0
H -1.89588 4.13737 -1.16864 -1.0 -0.3 -0.9
H -3.16829 2.02186 2.54277 0.7 -0.3 0.9
H -3.33993 -3.24048 1.07119 -0.7 -0.8 -0.1
H 0.09875 1.26987 -2.71293 -0.1 -0.9 0.3
O 0.46395 -1.47045 -4.19423 -1.9 1.5 0.8
H 0.01954 -1.76572 -0.80043 0.0 -0.5 0.1
H 1.50562 -2.04074 1.55614 -0.3 1.7 -0.3
C 0.13112 -0.40208 2.03605 -2.1 -0.9 0.2
H 2.97779 1.23675 -1.55590 0.3 0.0 0.4
H -2.29432 3.13865 0.06965 -1.2 -0.7 -0.1
N 2.17096 -0.13868 0.78557 -0.6 1.8 -0.6
H 1.21476 3.31430 0.08363 -0.1 0.5 0.3
O -3.61561 2.57955 1.92025 -0.8 -0.6 -1.3
H 0.12714 2.60722 -0.70804 0.1 -0.1 0.3
H -4.03103 1.88219 1.36665 0.1 0.7 0.3
H 0.44960 -1.16581 -3.25260 1.2 -1.2 -0.6
H 3.86285 2.14002 -0.64907 -0.2 -1.7 -1.0
O -3.05992 -2.42365 0.67472 0.5 0.1 0.3
H 1.50523 -1.35569 -0.79879 -1.5 0.3 -1.1

44
Properties=species:S:1:pos:R:3:forces:R:3 method="wB97M-V/def2-TZVPD" e_above_lowest_kj_mol=455.9 total_charge=+1 total_energy_ev=-28037.8616 orbital_gap_ev=10.08
C -0.44435 -3.09073 1.00519 1.1 -0.8 2.9
H 0.26128 -3.84854 -1.46804 -0.8 2.4 -0.6
H 3.66756 -0.34304 1.84634 1.4 0.9 0.2
O 0.35444 0.18062 -5.13607 -0.5 3.4 -2.3
O 0.50708 -2.94760 3.85185 -0.9 6.5 -4.5
H 1.73111 1.91448 2.05892 2.1 7.0 -1.5
H -0.11653 -1.56068 -3.23822 -0.3 -1.8 1.2
O -1.63966 2.66070 -1.13119 -1.8 -0.5 -1.2
O -1.20870 -0.08720 2.14542 -0.3 -0.9 -0.9
H -2.05334 1.85125 -0.80079 0.1 -0.2 0.7
H -4.30986 -0.46360 0.49806 1.1 0.7 -0.6
H -0.45338 1.18137 -1.72913 1.0 -2.1 -0.8
H -3.22734 0.47672 1.01500 0.4 0.1 0.4
H 0.10067 -0.05462 -4.27779 -0.5 -0.1 2.1
H 2.83853 0.82738 0.63668 0.5 0.9 1.9
O 0.02743 0.35216 -2.10897 1.3 3.6 1.8
H -1.69830 -0.38625 2.90795 -0.1 0.2 0.4
N -0.78300 -2.45237 -0.22316 -0.4 1.2 -3.0
H -0.80980 0.75432 2.32803 0.3 0.7 0.4
H -1.26339 -3.11500 1.88094 1.6 0.1 -2.5
H -0.00948 -4.18348 0.86924 -0.9 2.4 0.1
H -1.13918 -1.41151 -0.15099 0.8 -2.8 -0.1
H -2.74292 3.20017 3.22776 -1.4 -0.2 0.3
H 1.34018 3.01157 -2.48232 -0.2 -0.2 0.3
H 0.05674 1.18138 -5.18941 1.1 -3.0 0.2
O 2.72404 0.41543 -0.17830 -0.7 -1.3 -3.3
H -1.49091 -1.17946 -2.37588 2.1 -2.4 1.0
H 0.59148 -3.65099 4.34499 0.6 -5.5 4.6
N -0.68846 -1.91984 -2.43633 -0.3 -0.9 -0.8
H -0.17979 2.48233 -2.68593 1.9 1.4 -0.5
H -2.38497 2.87343 -1.76537 1.4 0.4 0.7
H 4.65888 0.87788 2.24205 -0.3 -0.7 -0.1
H 0.25085 -2.14613 4.34250 0.3 -1.1 0.0
H -1.56110 3.73108 2.55309 0.3 0.0 0.4
H 0.35741 -2.35941 1.35044 -0.7 -1.6 0.5
H 1.00013 0.63379 -1.92775 -2.1 -0.9 -0.4
C -0.29464 -2.81917 -1.43883 -2.6 2.7 1.2
O -3.48801 0.01952 0.21759 -1.3 -0.8 0.0
H 1.39988 1.04046 3.09333 -0.6 -0.7 7.9
O 4.51607 0.13181 1.63277 -0.6 -0.4 0.6
O 0.58314 3.00613 -3.07167 -1.5 -0.6 -0.2
O 1.47759 1.11228 2.24405 -1.5 -6.0 -6.1
H 3.58916 0.05220 -0.43042 -0.4 0.4 0.3
O -1.81211 3.24087 3.35263 1.2 0.2 -0.7

7
Properties=species:S:1:pos:R:3:forces:R:3 method="wB97M-V/def2-TZVPD" e_above_lowest_kj_mol=376.5 total_charge=+1 total_energy_ev=-10184.7366 orbital_gap_ev="9.80 / 7.78" spin_multiplicity=3
C -0.98916 0.27600 -0.03438 3.5 -0.5 0.0
H -1.33693 -1.64590 -0.01603 -0.4 -0.1 0.1
C -0.05839 1.21312 0.05856 1.0 -1.4 0.0
Ag 1.40698 -1.51970 -0.05817 2.3 -3.6 -0.1
O -0.60309 -1.03159 -0.14563 -3.8 1.0 -0.2
O 1.65364 0.41007 0.08713 -3.1 4.9 0.2
H -0.07306 2.29799 0.10852 0.5 -0.4 0.0

8
Properties=species:S:1:pos:R:3:forces:R:3 method="wB97M-V/def2-TZVPD" e_above_lowest_kj_mol=750.7 total_charge=+1 total_energy_ev=-7086.2525 orbital_gap_ev="3.31 / 5.78"
O -1.01759 2.94322 0.16859 -2.7 -0.7 1.9
Ba -1.79320 -0.66724 -1.63878 0.4 -1.0 0.1
C -1.62137 3.01920 1.37940 1.2 -3.1 -3.6
H -0.92549 4.18180 2.25981 0.2 -0.4 1.9
C -0.84756 2.93593 2.55043 4.9 -1.8 -1.6
O 0.22864 2.16184 2.59265 -4.0 3.5 0.6
Li -2.24607 2.23384 -1.27376 0.5 2.0 0.8
H -2.64510 2.61698 1.47570 -0.5 1.6 -0.1